3 unconnected molecules or ions with the total composition C37H33BO12S, computed with the ωB97M-V functional and the def2-TZVPD basis.

Output
**Kohn-Sham gap**: 8.29 eV
**E_HOMO**: -9.649 eV
**Multiplicity**: 1
**Calculated total energy**: -74978.9718 eV
**Net charge**: 0
**Structure (SMILES)**: O=C(CB(O)O)O[C@@H](CCCS(=O)(=O)O)C[C@@H]1CO1.O=C1c2ccccc2C(=O)c2ccccc21.O=C1c2ccccc2C(=O)c2ccccc21

XYZ file:
```
84
Properties=species:S:1:pos:R:3:forces:R:3:lowdin_charge:R:1
O -7.8052 4.9658 -1.5842 6.42 -5.00 1.03 0.0084
C -6.8460 4.0467 -1.4624 -3.46 2.16 -0.79 -0.2211
C -7.3300 2.4570 -1.2734 -0.37 0.36 -0.52 0.0126
B -8.9818 2.4567 -1.5688 -2.19 0.87 -0.47 -0.4063
O -9.9650 2.9350 -0.5402 2.28 0.64 -2.75 0.0157
O -9.5553 2.0322 -2.8635 2.62 -0.92 2.78 0.0603
O -5.3948 4.2638 -1.5285 -3.58 0.47 0.81 -0.0774
C -4.9975 5.6108 -1.0970 -0.72 1.84 1.40 -0.2955
C -3.5549 5.5471 -0.3323 0.37 -0.39 0.39 -0.1284
C -2.2296 5.7560 -1.2504 1.82 0.80 0.51 -0.2158
C -1.2703 4.3935 -1.3883 -0.61 0.36 0.95 -0.2006
S -0.1283 4.7761 -2.8725 -1.53 3.68 -4.42 0.8037
O -1.0298 4.6275 -4.1380 3.25 -0.31 4.49 -0.3953
O 0.4211 6.2314 -2.7884 -1.23 -5.63 0.54 -0.3698
O 1.1188 3.5795 -2.8874 -1.31 1.96 -0.28 -0.2465
C -5.1200 6.7205 -2.2969 -0.26 -1.57 -2.50 -0.0611
C -5.2105 5.8432 -3.8467 -1.51 0.98 -1.31 -0.1911
C -5.8937 6.7722 -5.1445 3.07 -3.57 4.86 -0.0213
O -6.6527 5.5380 -4.3666 5.09 3.37 -0.41 -0.1775
H -6.8520 1.7379 -2.0723 -0.34 1.58 1.79 0.1212
H -7.1930 2.0760 -0.1753 0.25 0.87 -2.10 0.1278
H -10.0565 3.9282 -0.6619 0.22 -1.71 0.30 0.1091
H -8.9548 1.3152 -3.2417 -1.08 1.65 0.42 0.1106
H -5.7876 5.9487 -0.2674 1.74 -0.78 -1.78 0.1625
H -3.4147 4.5215 0.2627 -0.66 2.13 -1.35 0.1368
H -3.5504 6.3844 0.5098 -0.11 -1.69 -1.96 0.1335
H -2.3954 6.1879 -2.3216 0.02 -0.94 2.04 0.1021
H -1.5354 6.5431 -0.6808 -1.54 -1.65 -1.44 0.1314
H -1.9988 3.5081 -1.6202 1.91 1.40 0.13 0.1240
H -0.5962 4.2219 -0.4275 -1.50 0.29 -2.14 0.1308
H 1.7707 3.7727 -3.6247 -1.17 0.15 0.92 0.1145
H -6.1194 7.3448 -2.2731 2.05 -1.43 0.21 0.1277
H -4.1933 7.4263 -2.4130 -1.76 -1.38 0.46 0.1113
H -4.2699 5.0605 -4.1251 -3.06 2.05 0.88 0.1685
H -5.8221 7.7582 -4.5200 -1.04 -1.60 -2.12 0.1016
H -5.1990 6.4274 -6.0201 -2.09 1.04 1.41 0.1102
C 1.5121 0.7615 -1.4287 0.28 -0.01 0.06 -0.0578
C 1.1585 -0.2664 -0.5549 0.35 -0.07 0.16 -0.0496
C 2.1265 -0.8519 0.2627 -0.25 0.10 -0.15 0.0052
C 3.4556 -0.4163 0.1977 -0.58 0.01 -0.20 -0.0840
C 3.8137 0.5945 -0.6935 -0.62 0.07 -0.23 -0.0792
C 2.8374 1.1930 -1.5006 -0.26 -0.14 0.04 0.0077
C 5.2214 1.0276 -0.8060 0.40 1.07 -0.93 -0.2767
O 5.5363 1.9179 -1.5861 -0.20 -0.53 0.45 0.0993
C 6.2449 0.3668 0.0282 0.65 -0.07 0.15 -0.0854
C 7.5916 0.7274 -0.1100 0.23 -0.14 0.18 0.0082
C 8.5643 0.1168 0.6846 -0.36 0.10 -0.16 -0.0546
C 8.1951 -0.8461 1.6233 -0.36 -0.02 -0.05 -0.0547
C 6.8550 -1.2113 1.7592 0.29 0.06 -0.04 0.0105
C 5.8793 -0.6103 0.9529 0.59 -0.09 0.20 -0.0818
C 4.4693 -1.0291 1.0791 -0.30 -0.85 0.96 -0.2721
O 4.1445 -1.8786 1.9007 0.23 0.62 -0.44 0.0730
H 0.7560 1.2241 -2.0593 0.20 -0.08 0.11 0.0942
H 0.1279 -0.6113 -0.5081 0.20 0.05 0.01 0.1093
H 1.8421 -1.6502 0.9461 0.22 0.19 -0.08 0.1199
H 3.1070 1.9920 -2.1889 0.11 -0.24 0.26 0.1083
H 7.8879 1.4806 -0.8384 -0.26 -0.16 0.15 0.1223
H 9.6101 0.3946 0.5719 -0.21 -0.04 0.01 0.1089
H 8.9517 -1.3167 2.2475 -0.16 0.08 -0.11 0.1093
H 6.5748 -1.9673 2.4908 -0.10 0.20 -0.24 0.1237
C 1.0666 -9.8824 5.4864 0.02 0.17 -0.33 -0.0597
C 1.7880 -9.0473 6.3391 0.09 0.30 -0.24 -0.0593
C 2.3387 -7.8604 5.8529 -0.13 -0.28 0.15 0.0050
C 2.1778 -7.5130 4.5061 -0.10 -0.45 0.46 -0.0864
C 1.4776 -8.3601 3.6480 -0.12 -0.40 0.50 -0.0857
C 0.9105 -9.5421 4.1419 0.05 -0.08 0.31 0.0052
C 1.3441 -8.0282 2.2148 -0.72 -0.85 -0.92 -0.2797
O 0.7260 -8.7700 1.4611 0.34 0.40 0.44 0.0947
C 1.9732 -6.7949 1.7017 0.13 0.35 -0.52 -0.0884
C 1.9038 -6.4975 0.3344 0.11 0.25 -0.13 0.0041
C 2.4846 -5.3265 -0.1571 -0.14 -0.31 0.29 -0.0515
C 3.1263 -4.4467 0.7143 -0.05 -0.22 0.22 -0.0570
C 3.2018 -4.7432 2.0760 0.03 0.04 -0.18 0.0148
C 2.6323 -5.9248 2.5688 0.12 0.41 -0.53 -0.0808
C 2.7485 -6.2470 4.0048 0.73 1.00 0.91 -0.2775
O 3.3163 -5.4766 4.7705 -0.36 -0.51 -0.46 0.0984
H 0.6295 -10.8028 5.8673 0.08 0.17 -0.09 0.1071
H 1.9204 -9.3188 7.3841 -0.02 0.07 -0.19 0.1071
H 2.8962 -7.2108 6.5257 -0.13 -0.04 -0.31 0.1212
H 0.3508 -10.2016 3.4809 0.18 0.27 0.02 0.1211
H 1.4019 -7.1775 -0.3521 0.07 0.06 0.32 0.1204
H 2.4342 -5.1001 -1.2199 0.00 -0.06 0.19 0.1075
H 3.5726 -3.5309 0.3328 -0.11 -0.27 0.14 0.0899
H 3.7086 -4.0541 2.7494 -0.18 -0.27 -0.11 0.1091
```
Forces are in eV/Å.


A molecular structure, C37H33N3O4STi, computed with the ωB97M-V functional and the def2-TZVPD basis.

Output
**Kohn-Sham gap (alpha / beta)**: 4.73 / 6.85 eV
**E_HOMO (alpha / beta)**: -0.062 / -2.186 eV
**Multiplicity**: 3
**Calculated total energy**: -85522.0779 eV
**Net charge**: -2

XYZ file:
```
79
Properties=species:S:1:pos:R:3:forces:R:3:lowdin_spin:R:1
Ti 0.4175 -0.4677 -0.1494 0.89 1.14 -1.61 1.0171
C 3.4010 0.7807 -1.9585 -0.15 -0.06 -0.18 0.0085
C 2.4829 0.8352 -3.1498 -0.21 -0.19 0.11 0.0006
C 2.7097 1.7450 -4.1718 0.05 0.01 -0.06 0.0001
C 1.9197 1.7498 -5.3087 0.02 0.06 -0.07 0.0001
C 0.8911 0.8308 -5.4250 -0.03 0.00 -0.04 0.0000
C 0.6144 -0.0705 -4.4071 0.01 -0.09 0.27 -0.0002
C -0.5392 -1.0211 -4.5168 0.04 0.02 0.01 0.0004
C 1.4027 -0.0654 -3.2430 0.35 0.08 -0.49 0.0003
N 1.1844 -0.9484 -2.1628 -0.26 0.18 -0.13 -0.0015
C 1.4250 -2.2595 -2.3839 0.41 -0.09 -0.18 0.0302
O 1.6559 -2.8182 -3.4698 -0.09 0.04 0.11 0.0494
C 1.5373 -2.9732 -1.0948 0.23 -0.34 -0.26 0.1421
C 1.9485 -4.2754 -0.9786 -0.08 0.14 0.06 0.0073
C 2.2216 -4.8021 0.2937 -0.11 -0.09 -0.07 0.2064
C 2.1690 -3.9206 1.3858 -0.05 0.12 0.11 0.0142
C 1.7765 -2.6162 1.2077 0.24 -0.32 0.22 0.1383
N 1.3512 -2.1504 -0.0089 0.63 -1.48 0.23 0.2011
C 1.8876 -1.5710 2.2550 0.57 0.19 0.30 0.0286
O 2.4271 -1.8354 3.3439 -0.18 -0.04 -0.06 0.0498
N 1.4544 -0.3622 1.8279 -0.22 -0.37 -0.27 0.0056
C 1.2835 0.6637 2.7665 0.22 0.34 0.46 0.0011
C 1.7147 1.9677 2.4416 -0.01 -0.19 -0.22 0.0022
C 2.2820 2.2363 1.0761 0.01 -0.10 0.22 0.0138
C 1.6020 3.0031 3.3578 -0.02 0.04 0.08 0.0000
C 1.0520 2.7880 4.6102 -0.03 0.04 0.00 0.0013
C 0.5591 1.5302 4.9105 0.07 0.07 0.04 0.0000
C 0.6389 0.4746 4.0116 -0.05 -0.11 -0.10 0.0007
C -0.0711 -0.8033 4.3484 0.11 -0.05 -0.08 0.0010
H 3.8620 1.7505 -1.7665 -0.02 0.01 0.03 0.0002
H 4.1937 0.0475 -2.1339 0.00 -0.02 0.07 0.0002
H 2.8448 0.4488 -1.0835 0.21 0.09 0.09 0.0082
H 3.5297 2.4504 -4.0841 0.01 0.01 0.05 0.0000
H 2.1038 2.4694 -6.0986 0.01 -0.01 -0.02 0.0000
H 0.2788 0.8106 -6.3211 -0.04 0.04 0.02 0.0000
H -1.1675 -0.7807 -5.3763 -0.02 0.03 0.00 0.0000
H -1.1361 -0.9513 -3.6065 -0.07 0.01 -0.04 0.0002
H -0.1687 -2.0434 -4.6040 -0.04 -0.02 0.01 0.0001
H 2.0765 -4.8540 -1.8842 0.00 0.05 -0.04 -0.0043
H 2.5299 -5.8325 0.4167 0.00 0.01 0.02 0.0186
H 2.4575 -4.2406 2.3782 0.08 0.14 0.03 -0.0040
H 3.1667 1.6205 0.9077 -0.03 -0.02 -0.12 0.0003
H 2.5566 3.2872 0.9726 -0.03 0.01 -0.05 0.0009
H 1.5401 1.9864 0.3087 0.16 0.12 -0.09 0.0095
H 1.9541 3.9926 3.0826 -0.01 -0.02 -0.04 0.0000
H 0.9705 3.5992 5.3255 0.00 0.00 0.00 0.0001
H 0.0714 1.3618 5.8654 -0.03 -0.02 -0.02 0.0000
H -0.6722 -0.6734 5.2505 -0.07 0.04 -0.06 0.0000
H 0.6343 -1.6199 4.4979 -0.01 -0.01 0.03 0.0002
H -0.7291 -1.0579 3.5141 -0.04 -0.08 0.05 0.0004
C -4.5998 -0.7114 1.2272 0.17 0.01 0.02 0.0000
C -3.4805 -1.5435 0.6622 -0.08 -0.06 -0.01 -0.0001
C -2.7505 -2.3871 1.4990 0.04 -0.05 -0.14 0.0015
C -1.7666 -3.2180 0.9857 -0.19 -0.10 0.05 0.0050
C -1.5055 -3.2278 -0.3811 -0.18 0.04 0.04 0.0146
C -2.1587 -2.3217 -1.2036 -0.28 -0.38 -0.04 0.0089
C -3.1476 -1.4939 -0.6831 -0.05 -0.02 0.00 0.0033
H -4.2003 -0.0486 1.9934 -0.03 0.12 0.07 0.0000
H -5.3560 -1.3515 1.6895 -0.04 0.03 -0.03 0.0000
H -5.0729 -0.1054 0.4537 -0.01 -0.01 0.01 0.0000
H -2.9645 -2.3866 2.5615 0.04 0.01 0.04 0.0001
H -1.2110 -3.8768 1.6425 0.01 0.02 0.01 0.0008
H -0.8154 -3.9447 -0.8032 0.16 0.13 0.06 0.0018
H -1.9612 -2.3271 -2.2675 0.09 0.09 0.02 0.0003
H -3.6708 -0.8051 -1.3367 0.03 0.03 -0.01 0.0001
O -2.0665 1.0014 2.5864 0.02 -0.03 -0.21 0.0049
C -1.5710 1.1200 1.4693 -0.55 -0.06 0.66 0.0044
O -0.9104 0.1716 0.8905 -1.84 0.69 1.61 0.0038
C -1.8230 2.3603 0.6855 -0.03 0.39 -0.55 0.0004
C -2.4383 3.4327 1.3367 0.06 -0.10 0.12 0.0005
C -2.8674 4.5505 0.6514 -0.07 0.13 0.04 -0.0002
C -2.7153 4.6014 -0.7340 0.08 -0.10 0.01 0.0007
C -2.0768 3.5701 -1.3900 -0.09 0.13 0.01 -0.0005
C -1.5803 2.4497 -0.7013 0.08 -0.29 0.33 0.0011
S -0.6837 1.2880 -1.6391 0.27 0.15 -0.40 -0.0006
H -2.5659 3.3584 2.4093 -0.04 -0.06 -0.01 0.0001
H -3.3266 5.3750 1.1849 -0.02 -0.02 0.00 0.0000
H -3.0852 5.4527 -1.2962 0.03 0.01 0.01 0.0001
H -1.9240 3.6020 -2.4616 0.01 0.03 -0.01 -0.0001
```
Forces are in eV/Å.


A molecular structure, C37H33N4OS7Ti, computed with the ωB97M-V functional and the def2-TZVPD basis.

Output
**Kohn-Sham gap (alpha / beta)**: 5.35 / 5.06 eV
**E_HOMO (alpha / beta)**: -6.097 / -6.084 eV
**Multiplicity**: 2
**Calculated total energy**: -145876.6133 eV
**Net charge**: 0
**Relative energy (zero: lowest compared OMol25 entry of this formula, charge and spin)**: 163.2 kJ/mol

XYZ file:
```
83
Properties=species:S:1:pos:R:3:forces:R:3:lowdin_spin:R:1
Ti -0.4926 0.4510 0.5493 0.38 -1.73 -0.12 0.8910
C 2.6097 1.8779 1.3755 -0.06 0.08 0.01 0.0043
C 1.4674 2.4197 2.1728 -0.03 0.03 0.11 0.0053
C 1.6882 3.1841 3.3128 0.03 -0.04 -0.03 0.0044
C 0.6093 3.6853 4.0137 -0.04 0.02 0.02 0.0041
C -0.6743 3.4495 3.5488 -0.11 -0.10 0.11 0.0048
C -0.8306 2.6861 2.4092 -0.09 0.10 -0.10 0.0022
N 0.2274 2.1709 1.7459 -0.04 0.24 0.16 0.0057
C -2.1155 2.5430 1.6660 0.13 0.09 0.03 0.0146
C -3.3062 3.1952 1.9134 -0.07 0.03 -0.07 -0.0023
C -4.2187 3.2902 0.8626 0.01 -0.05 0.07 0.0199
C -3.8511 2.8837 -0.4111 0.00 -0.03 -0.04 -0.0042
C -2.6413 2.2175 -0.5687 -0.15 -0.09 0.02 0.0207
N -1.9123 1.9201 0.5011 -0.40 1.07 -0.07 -0.0040
C -1.8885 2.0209 -1.8365 -0.13 0.04 0.03 0.0018
C -2.4092 2.3480 -3.0813 0.03 -0.06 0.03 0.0017
C -1.5483 2.3617 -4.1574 0.02 -0.01 -0.03 0.0008
C -0.2022 2.0803 -3.9572 -0.02 -0.02 -0.02 0.0021
C 0.2440 1.7634 -2.6837 -0.04 -0.06 0.06 0.0010
C 1.6982 1.5404 -2.3897 0.03 0.01 0.00 0.0002
N -0.5989 1.7180 -1.6446 -0.01 0.00 0.01 0.0071
H 3.0618 2.6740 0.7790 0.01 0.00 0.00 0.0001
H 3.3739 1.4658 2.0331 -0.02 0.08 -0.01 0.0004
H 2.2881 1.0872 0.6989 -0.04 0.06 0.02 0.0023
H 2.7026 3.3692 3.6384 0.00 0.00 0.01 0.0001
H 0.7616 4.2729 4.9093 0.01 0.00 0.00 0.0001
H -1.5374 3.8541 4.0582 0.01 -0.01 0.01 0.0002
H -3.5133 3.6526 2.8701 0.00 0.01 -0.01 -0.0003
H -5.1837 3.7510 1.0259 0.00 0.01 -0.01 0.0011
H -4.4821 3.0928 -1.2620 -0.02 0.00 0.01 -0.0006
H -3.4635 2.5488 -3.1973 0.00 0.00 -0.01 0.0001
H -1.9165 2.5985 -5.1470 0.01 0.00 0.00 0.0000
H 0.5030 2.1162 -4.7768 -0.01 0.01 -0.01 0.0001
H 2.2631 1.3446 -3.2999 0.01 0.02 0.00 0.0000
H 2.1161 2.4354 -1.9227 -0.01 0.00 0.01 0.0000
H 1.8347 0.7086 -1.6995 -0.01 -0.03 -0.03 0.0002
S 4.1942 -0.9995 1.1368 0.15 -0.08 -0.06 0.0002
C 4.4506 -2.2225 -0.0549 0.09 -0.01 -0.01 0.0002
C 5.5781 -2.4848 -0.8319 -0.02 0.01 0.02 0.0000
C 5.5336 -3.5522 -1.7046 -0.02 -0.02 -0.02 0.0002
C 4.3885 -4.3547 -1.7982 0.03 0.00 0.02 0.0000
C 3.2748 -4.0910 -1.0297 -0.01 0.03 -0.01 0.0001
C 3.2966 -3.0036 -0.1526 -0.22 -0.05 -0.03 0.0000
N 2.2391 -2.6205 0.6691 0.20 0.00 0.01 0.0008
C 2.5692 -1.6115 1.4031 -0.26 0.04 0.00 0.0011
C 1.7638 -1.0213 2.5074 0.10 0.05 -0.03 0.0062
C 2.4179 -1.0719 3.7498 -0.03 -0.09 0.02 -0.0021
C 1.7946 -0.6535 4.9082 -0.05 0.02 -0.04 0.0104
C 0.4831 -0.2070 4.8184 0.07 -0.02 0.04 -0.0014
C -0.1322 -0.1286 3.5826 -0.20 -0.03 -0.13 0.0074
C 0.4719 -0.4705 2.3548 0.34 -0.09 0.10 -0.0099
H 6.4670 -1.8734 -0.7494 0.00 0.00 0.01 0.0000
H 6.3966 -3.7767 -2.3174 0.00 -0.01 0.00 0.0000
H 4.3835 -5.1983 -2.4759 0.00 0.01 -0.01 0.0000
H 2.3944 -4.7176 -1.0893 -0.03 0.02 0.01 0.0000
H 3.4194 -1.4823 3.8059 0.01 -0.01 -0.02 -0.0005
H 2.3092 -0.7033 5.8590 -0.01 -0.02 0.00 0.0007
H -0.0631 0.0788 5.7100 0.01 0.01 0.00 -0.0004
H -1.1632 0.2114 3.5656 0.04 0.06 0.01 0.0008
S -7.7130 1.0997 1.4585 0.13 -0.06 -0.03 -0.0004
C -6.2888 0.4170 0.9505 -0.15 0.10 0.01 -0.0003
S -5.9147 0.0722 -0.6939 -0.06 0.08 -0.12 -0.0002
C -4.2537 -0.4647 -0.5091 0.08 0.08 -0.17 -0.0036
C -3.8278 -0.4835 0.7761 0.12 -0.16 -0.02 0.0061
S -2.2559 -0.9818 1.3882 0.03 0.39 0.02 -0.0040
S -4.9964 -0.0073 1.9907 0.06 0.03 0.12 0.0008
S -3.3793 -0.7818 -1.9697 -0.16 -0.03 0.25 0.0008
C 0.6310 -1.5080 -4.1763 0.05 -0.04 0.03 0.0000
C -0.4334 -1.8445 -3.1416 0.01 0.04 -0.14 -0.0003
S 0.3339 -2.1526 -1.5441 -0.01 0.16 -0.13 -0.0001
O 0.1474 -0.8154 -0.7996 0.40 -0.07 -0.15 0.0027
C -0.7402 -3.3642 -0.7452 0.02 0.03 0.19 0.0000
C -1.7326 -4.1299 -1.5995 -0.04 -0.04 0.05 0.0000
H 0.1630 -1.3503 -5.1481 -0.02 0.03 0.01 0.0000
H 1.3535 -2.3194 -4.2767 0.00 0.00 -0.02 0.0000
H 1.1790 -0.6044 -3.9121 -0.02 0.00 0.00 0.0000
H -0.9868 -2.7380 -3.4226 0.03 0.01 -0.01 0.0000
H -1.1564 -1.0452 -2.9721 0.03 -0.02 0.00 -0.0001
H -1.2406 -2.7812 0.0314 -0.10 0.02 -0.04 -0.0002
H -0.0293 -4.0271 -0.2540 0.03 0.00 0.07 0.0000
H -2.4728 -3.4686 -2.0468 0.01 0.05 0.01 -0.0001
H -2.2694 -4.8069 -0.9328 0.03 -0.04 -0.02 0.0000
H -1.2473 -4.7381 -2.3662 -0.02 0.03 0.00 0.0000
```
Forces are in eV/Å.